[1]
Formula: C3H8N2S
Source: OMol25
Level of theory: the ωB97M-V functional and the def2-TZVPD basis

The value obtained for the HOMO energy is -8.3 eV. Its energy above the lowest of the compared OMol25 structures with the same formula, charge and spin is 2.7838 eV. As for the SMILES: CSC/C=N/N. The frontier orbital gap comes out at 9.312 eV.

Positions of all 14 atoms, in Å:
C  2.70  0.76  -0.02
S  1.56  -0.54  -0.68
C  0.28  -0.69  0.60
C  -0.97  -0.63  -0.07
N  -1.73  0.40  -0.16
N  -3.13  0.20  -0.27
H  2.63  0.67  1.06
H  2.35  1.73  -0.46
H  3.69  0.51  -0.40
H  0.50  -1.60  1.14
H  0.41  0.17  1.27
H  -1.40  -1.52  -0.52
H  -3.42  -0.50  -0.84
H  -3.48  1.05  -0.66

[2]
Formula: C22H31N3O4
Source: OMol25
Level of theory: the ωB97M-V functional and the def2-TZVPD basis

The value obtained for the HOMO energy is -8.3 eV. Its energy above the lowest of the compared OMol25 structures with the same formula, charge and spin is 1.6755 eV. As for the SMILES: CC(C)(C)[C@H]1C=C(C(=O)NCc2nc3ccccc3[nH]2)O[C@@H](OCCCCO)C1. The frontier orbital gap comes out at 8.755 eV.

Positions of all 60 atoms, in Å:
C  -4.69  -2.67  -1.98
C  -4.50  -1.39  -1.16
C  -4.38  -1.74  0.32
C  -5.74  -0.50  -1.37
C  -3.25  -0.62  -1.66
C  -2.93  0.57  -0.80
C  -1.69  0.95  -0.51
C  -1.38  2.09  0.40
O  -2.23  2.61  1.10
N  -0.09  2.47  0.35
C  0.50  3.45  1.23
C  1.68  2.90  1.95
N  2.02  3.23  3.17
C  3.17  2.53  3.43
C  3.97  2.50  4.58
C  5.08  1.69  4.56
C  5.41  0.92  3.44
C  4.64  0.94  2.29
C  3.52  1.75  2.30
N  2.55  2.02  1.37
O  -0.56  0.34  -1.01
C  -0.78  -0.61  -2.04
O  0.44  -1.27  -2.23
C  0.84  -2.16  -1.18
C  2.33  -2.48  -1.34
C  3.29  -1.45  -0.73
C  3.38  -0.13  -1.51
O  2.29  0.74  -1.26
C  -1.99  -1.49  -1.74
H  -5.65  -3.12  -1.72
H  -4.69  -2.45  -3.04
H  -3.91  -3.40  -1.77
H  -5.30  -2.21  0.67
H  -3.57  -2.44  0.50
H  -4.20  -0.85  0.92
H  -5.84  -0.23  -2.41
H  -5.68  0.40  -0.77
H  -6.63  -1.04  -1.07
H  -3.48  -0.26  -2.67
H  -3.73  1.15  -0.38
H  0.52  1.99  -0.29
H  -0.26  3.76  1.96
H  0.80  4.34  0.65
H  3.71  3.09  5.44
H  5.72  1.64  5.43
H  6.30  0.31  3.47
H  4.90  0.35  1.43
H  2.49  1.62  0.44
H  -0.94  -0.07  -2.99
H  0.26  -3.08  -1.25
H  0.65  -1.70  -0.20
H  2.51  -3.43  -0.85
H  2.53  -2.59  -2.40
H  3.00  -1.23  0.30
H  4.29  -1.89  -0.72
H  4.26  0.43  -1.19
H  3.46  -0.33  -2.58
H  1.49  0.28  -1.57
H  -2.06  -2.25  -2.52
H  -1.82  -1.98  -0.78

[3]
Formula: CH5BS
Source: OMol25
Level of theory: the ωB97M-V functional and the def2-TZVPD basis

The value obtained for the HOMO energy is -9.6 eV. Its energy above the lowest of the compared OMol25 structures with the same formula, charge and spin is 0.5994 eV. As for the SMILES: CBS. The frontier orbital gap comes out at 10.021 eV.

Positions of all 8 atoms, in Å:
C  -0.41  0.80  0.53
B  0.70  -0.09  -0.08
S  -0.23  -1.82  -0.30
H  -0.19  1.59  1.20
H  -1.06  0.20  1.08
H  -0.93  1.14  -0.33
H  1.56  0.24  -0.68
H  0.55  -2.06  -1.42

[4]
Formula: C25H23F4Sn
Source: OMol25
Level of theory: the ωB97M-V functional and the def2-TZVPD basis

The value obtained for the HOMO energy is -2.8 eV. Its energy above the lowest of the compared OMol25 structures with the same formula, charge and spin is 0.0000 eV. The frontier orbital gap comes out at 4.912 eV. Its total charge is -1.

Positions of all 53 atoms, in Å:
F  3.12  -4.35  2.40
C  3.19  -3.29  1.52
C  4.26  -2.40  1.66
C  4.27  -1.32  0.77
F  5.29  -0.40  0.89
C  3.31  -1.14  -0.20
C  2.23  -2.06  -0.34
C  1.28  -1.78  -1.36
C  0.14  -2.50  -1.80
C  -0.56  -1.96  -2.92
C  -1.70  -2.57  -3.41
F  -2.38  -1.99  -4.45
C  -2.21  -3.76  -2.87
C  -1.53  -4.27  -1.76
F  -2.04  -5.39  -1.15
C  -0.38  -3.70  -1.23
C  2.20  -3.17  0.56
H  5.03  -2.53  2.41
H  3.36  -0.29  -0.89
H  1.49  -0.88  -1.94
H  -0.19  -1.04  -3.37
H  -3.10  -4.24  -3.27
H  0.09  -4.18  -0.38
H  1.41  -3.91  0.52
C  -0.90  5.17  0.94
Sn  0.40  3.46  0.97
C  0.91  2.73  -0.98
C  2.08  3.71  2.28
C  -0.88  1.74  1.92
C  -2.06  1.43  1.07
C  -1.92  0.10  0.59
C  -2.89  -0.44  -0.27
C  -3.96  0.37  -0.66
C  -4.08  1.69  -0.20
C  -3.14  2.22  0.69
C  -0.69  -0.43  1.12
C  -0.07  0.51  1.92
H  -1.21  5.41  1.96
H  -0.34  6.02  0.51
H  -1.78  4.95  0.32
H  1.48  1.80  -0.88
H  -0.02  2.55  -1.54
H  1.51  3.50  -1.48
H  2.66  2.77  2.31
H  2.70  4.52  1.90
H  1.72  3.96  3.29
H  -0.98  2.40  2.78
H  -2.78  -1.46  -0.61
H  -4.72  -0.04  -1.34
H  -4.92  2.31  -0.54
H  -3.23  3.24  1.08
H  -0.35  -1.45  0.92
H  0.85  0.38  2.50

[5]
Formula: C4H6O2
Source: OMol25
Level of theory: the ωB97M-V functional and the def2-TZVPD basis

The value obtained for the HOMO energy is -9.9 eV. Its energy above the lowest of the compared OMol25 structures with the same formula, charge and spin is 1.4722 eV. As for the SMILES: O=CCCC=O. The frontier orbital gap comes out at 10.680 eV.

Positions of all 12 atoms, in Å:
O  -0.41  -0.84  2.50
C  0.13  -0.73  1.43
C  -0.67  -0.45  0.17
C  0.04  0.02  -1.12
C  0.62  1.28  -0.59
O  1.69  1.31  -0.04
H  1.22  -0.90  1.31
H  -0.99  -1.41  -0.20
H  -1.55  0.16  0.42
H  -0.73  0.12  -1.90
H  0.80  -0.69  -1.45
H  -0.12  2.11  -0.55

[6]
Formula: C25H55BrN3O5P3
Source: OMol25
Level of theory: the ωB97M-V functional and the def2-TZVPD basis

The value obtained for the HOMO energy is -8.8 eV. The frontier orbital gap comes out at 9.261 eV.

Positions of all 92 atoms, in Å:
C  -11.79  -4.47  1.28
C  -11.03  -4.13  0.00
C  -9.70  -4.88  -0.13
C  -8.51  -4.06  0.39
C  -7.92  -3.16  -0.71
C  -6.93  -3.92  -1.60
C  -5.47  -3.75  -1.16
C  -4.81  -2.52  -1.77
C  -3.33  -2.42  -1.43
C  -2.68  -1.14  -1.98
C  -1.63  -0.48  -1.06
C  -0.17  -0.76  -1.46
C  0.58  0.44  -2.03
C  0.65  1.66  -1.11
C  2.03  1.82  -0.40
C  2.81  2.99  -0.99
C  4.30  3.10  -0.60
O  4.59  2.13  0.42
C  4.87  2.59  1.72
C  6.29  3.22  1.79
C  6.73  3.63  3.17
O  7.15  2.93  4.02
Br  6.70  5.59  3.44
P  3.65  3.80  2.42
N  3.58  3.71  3.99
C  4.75  1.36  2.65
N  3.32  0.99  2.70
N  2.82  0.76  4.01
P  5.93  0.05  2.06
P  5.15  -1.62  3.17
O  5.31  -1.41  4.62
O  3.62  -1.90  2.76
O  5.93  -2.86  2.55
C  5.20  2.85  -1.82
C  6.68  2.86  -1.44
C  4.97  3.91  -2.89
C  5.65  3.59  -4.23
H  -12.81  -4.08  1.24
H  -11.86  -5.55  1.40
H  -11.31  -4.06  2.17
H  -11.67  -4.35  -0.85
H  -10.84  -3.05  -0.02
H  -9.77  -5.81  0.43
H  -9.52  -5.13  -1.18
H  -8.84  -3.45  1.23
H  -7.73  -4.74  0.74
H  -8.75  -2.77  -1.31
H  -7.42  -2.31  -0.23
H  -7.05  -3.60  -2.64
H  -7.20  -4.98  -1.59
H  -5.45  -3.67  -0.07
H  -4.91  -4.64  -1.44
H  -5.33  -1.63  -1.40
H  -4.93  -2.55  -2.86
H  -2.83  -3.29  -1.85
H  -3.21  -2.45  -0.34
H  -3.48  -0.41  -2.15
H  -2.25  -1.33  -2.96
H  -1.79  -0.86  -0.05
H  -1.82  0.59  -1.01
H  -0.20  -1.52  -2.24
H  0.39  -1.20  -0.63
H  0.11  0.70  -2.99
H  1.59  0.11  -2.29
H  -0.10  1.56  -0.32
H  0.42  2.57  -1.66
H  1.87  1.93  0.66
H  2.59  0.89  -0.53
H  2.72  2.89  -2.07
H  2.27  3.91  -0.74
H  4.55  4.10  -0.23
H  6.37  4.06  1.12
H  7.00  2.46  1.46
H  2.43  3.52  1.80
H  4.07  5.05  1.94
H  3.85  4.58  4.43
H  4.98  1.64  3.67
H  3.12  0.17  2.13
H  3.48  0.22  4.57
H  2.73  1.67  4.45
H  5.45  -0.23  0.77
H  3.06  -1.77  3.54
H  5.86  -3.59  3.18
H  4.96  1.86  -2.23
H  7.31  2.71  -2.31
H  6.93  2.09  -0.72
H  6.95  3.84  -1.03
H  3.91  4.05  -3.09
H  5.33  4.87  -2.51
H  6.17  2.63  -4.19
H  4.93  3.53  -5.05
H  6.40  4.34  -4.50

[7]
Formula: C5H16ClMgN2O3
Source: OMol25
Level of theory: the ωB97M-V functional and the def2-TZVPD basis

The value obtained for the HOMO energy is -11.5 eV. The frontier orbital gap comes out at 3.580 eV. Its total charge is +1.

Positions of all 28 atoms, in Å:
Mg  1.03  1.86  1.41
Cl  0.57  0.86  0.06
C  -2.87  1.66  -0.98
O  -3.65  2.37  -1.58
N  -3.23  0.75  -0.16
N  -1.58  1.78  -0.92
H  -4.17  0.49  0.09
H  -2.46  0.18  0.17
H  -0.96  1.26  -0.31
H  -1.31  2.64  -1.38
C  3.70  -1.32  -1.62
C  3.34  -0.28  -0.48
O  2.91  0.92  -0.95
H  4.76  -1.45  -1.84
H  3.20  -1.08  -2.56
H  3.48  -2.37  -1.39
H  4.21  -0.09  0.15
H  2.42  -0.46  0.08
H  1.98  0.88  -1.18
C  -1.32  -0.66  2.34
C  -1.43  -1.51  0.98
O  -1.43  -0.53  -0.06
H  -0.41  -0.08  2.48
H  -1.18  -1.42  3.10
H  -2.16  -0.06  2.69
H  -2.30  -2.16  1.04
H  -0.55  -2.13  0.82
H  -0.61  -0.03  -0.01

[8]
Formula: C2H3BrO2
Source: OMol25
Level of theory: the ωB97M-V functional and the def2-TZVPD basis

The value obtained for the HOMO energy (alpha / beta) is -8.9 / -8.9 eV. Its energy above the lowest of the compared OMol25 structures with the same formula, charge and spin is 7.3141 eV. The frontier orbital gap (alpha / beta) comes out at 4.579 / 4.523 eV.

Positions of all 8 atoms, in Å:
C  1.02  -0.47  -0.15
C  0.11  0.49  -0.18
O  -2.15  0.82  0.41
O  -0.48  1.46  -0.30
Br  3.92  0.23  -0.16
H  1.13  -0.92  0.81
H  1.34  -1.08  -1.01
H  -3.02  1.25  0.17

[9]
Formula: C49H57F6NO6S
Source: OMol25
Level of theory: the ωB97M-V functional and the def2-TZVPD basis

The value obtained for the HOMO energy is -9.2 eV. As for the SMILES: CCCO[C@@]1(CCCCCCOC)OS(=O)(=O)O[C@H]1CN.Fc1ccccc1.Fc1ccccc1.Fc1ccccc1.Fc1ccccc1.Fc1ccccc1.Fc1ccccc1. The frontier orbital gap comes out at 9.153 eV.

Positions of all 120 atoms, in Å:
C  2.93  -0.85  -1.05
C  1.83  0.23  -0.52
C  2.55  1.71  -0.30
O  3.53  1.96  -1.37
C  3.01  2.86  -2.40
C  1.46  2.75  -2.91
C  0.41  3.78  -2.19
C  -0.93  3.83  -3.18
C  -2.23  3.08  -2.47
C  -1.94  1.52  -2.03
C  -1.75  0.50  -3.34
O  -1.14  -0.80  -2.93
C  -0.03  -1.16  -3.82
O  3.36  4.31  -2.33
S  4.54  4.74  -3.52
O  4.26  5.98  -4.42
O  6.03  4.89  -3.00
O  4.29  3.45  -4.65
C  3.86  2.37  -3.73
C  5.19  1.43  -3.56
N  4.79  -0.04  -3.76
H  4.06  -0.54  -0.83
H  2.89  -1.08  -2.20
H  2.76  -1.85  -0.43
H  0.84  0.28  -1.15
H  1.51  -0.12  0.57
H  3.19  1.59  0.71
H  1.80  2.58  -0.09
H  1.46  3.02  -4.07
H  1.15  1.62  -2.85
H  0.83  4.85  -1.98
H  0.01  3.35  -1.16
H  -1.23  4.98  -3.24
H  -0.68  3.42  -4.25
H  -2.51  3.66  -1.46
H  -3.19  3.10  -3.14
H  -1.06  1.41  -1.26
H  -2.92  1.14  -1.47
H  -1.18  1.02  -4.23
H  -2.84  0.23  -3.71
H  -0.37  -1.69  -4.82
H  0.65  -1.93  -3.22
H  0.65  -0.24  -4.12
H  3.12  1.63  -4.31
H  5.92  1.67  -4.47
H  5.81  1.62  -2.59
H  5.22  -0.35  -4.68
H  5.27  -0.66  -3.04
F  -1.16  1.26  0.86
C  -2.26  1.08  1.60
C  -3.23  0.18  1.17
C  -4.38  -0.01  1.94
C  -4.55  0.71  3.12
C  -3.58  1.62  3.54
C  -2.42  1.80  2.77
H  -3.08  -0.37  0.25
H  -5.14  -0.72  1.62
H  -5.45  0.57  3.72
H  -3.72  2.19  4.45
H  -1.65  2.50  3.09
F  -6.37  -1.19  0.16
C  -7.50  -1.90  0.06
C  -8.57  -1.39  -0.66
C  -9.75  -2.13  -0.77
C  -9.84  -3.38  -0.14
C  -8.76  -3.88  0.58
C  -7.58  -3.14  0.68
H  -8.49  -0.41  -1.13
H  -10.59  -1.74  -1.33
H  -10.76  -3.96  -0.22
H  -8.83  -4.85  1.07
H  -6.73  -3.52  1.23
F  -10.92  -4.77  -6.06
C  -9.90  -3.98  -5.71
C  -9.67  -3.72  -4.36
C  -8.60  -2.91  -3.99
C  -7.78  -2.35  -4.98
C  -8.02  -2.62  -6.33
C  -9.08  -3.44  -6.69
H  -10.32  -4.16  -3.61
H  -8.40  -2.70  -2.94
H  -6.94  -1.71  -4.69
H  -7.38  -2.18  -7.09
H  -9.28  -3.66  -7.74
F  5.11  -1.08  0.63
C  6.13  -0.29  0.98
C  6.37  -0.03  2.33
C  7.44  0.78  2.70
C  8.26  1.34  1.71
C  8.01  1.07  0.36
C  6.95  0.25  0.00
H  5.71  -0.46  3.08
H  7.63  0.99  3.75
H  9.09  1.98  2.00
H  8.65  1.51  -0.40
H  6.75  0.03  -1.04
F  -0.30  1.38  5.20
C  0.58  0.39  5.00
C  1.30  0.34  3.81
C  2.22  -0.69  3.60
C  2.40  -1.66  4.58
C  1.68  -1.61  5.77
C  0.77  -0.58  5.98
H  1.13  1.10  3.05
H  2.79  -0.73  2.67
H  3.12  -2.47  4.41
H  1.82  -2.37  6.53
H  0.20  -0.52  6.90
F  3.91  -3.17  6.62
C  4.93  -2.38  6.97
C  5.17  -2.12  8.31
C  6.24  -1.31  8.68
C  7.06  -0.75  7.70
C  6.81  -1.02  6.35
C  5.75  -1.84  5.98
H  4.51  -2.56  9.06
H  6.43  -1.10  9.73
H  7.89  -0.11  7.98
H  7.45  -0.58  5.58
H  5.55  -2.06  4.94

[10]
Formula: C25H31BCl18NO4P2S2
Source: OMol25
Level of theory: the ωB97M-V functional and the def2-TZVPD basis

The value obtained for the HOMO energy is -11.6 eV. The frontier orbital gap comes out at 7.222 eV. Its total charge is +1.

Positions of all 84 atoms, in Å:
C  5.00  -2.46  1.69
C  3.89  -1.72  1.79
C  2.97  -1.44  0.59
N  2.29  -0.15  0.75
C  1.02  -0.08  1.14
C  0.20  -1.32  1.46
C  -0.23  -2.01  0.12
C  -1.72  -2.00  -0.13
C  -2.70  -1.96  0.84
C  -4.03  -1.99  0.46
C  -4.42  -2.08  -0.85
C  -3.45  -2.11  -1.85
C  -2.13  -2.07  -1.47
C  0.38  1.14  1.28
S  -1.33  1.27  1.78
C  1.08  2.34  1.05
C  0.42  3.70  1.28
O  1.00  4.51  1.91
O  -0.87  4.00  0.86
P  -1.17  4.23  -0.74
S  0.33  4.58  -1.90
C  2.42  2.23  0.64
P  3.44  3.73  0.25
O  4.58  3.90  1.17
C  2.99  0.96  0.52
B  4.56  0.90  0.10
O  5.49  1.00  1.07
C  5.04  0.71  -1.40
C  4.03  -0.04  -2.32
H  4.93  -3.39  1.13
H  5.94  -2.13  2.12
H  3.64  -1.31  2.78
H  2.26  -2.27  0.54
H  3.52  -1.48  -0.35
H  0.89  -2.00  1.99
H  -0.61  -1.12  2.15
H  0.23  -3.01  0.06
H  0.23  -1.44  -0.70
H  -2.43  -1.91  1.89
H  -4.81  -1.97  1.22
H  -5.48  -2.14  -1.17
H  -3.69  -2.19  -2.90
H  -1.36  -2.12  -2.24
H  -2.09  0.88  0.71
H  -2.03  3.20  -1.20
H  -1.97  5.39  -0.73
H  3.86  3.50  -1.09
H  2.64  4.89  0.22
H  6.35  0.91  0.63
H  5.99  0.14  -1.43
H  5.25  1.69  -1.86
H  4.31  0.17  -3.36
H  3.01  0.33  -2.20
H  4.10  -1.13  -2.23
C  8.36  -4.53  -0.45
Cl  9.44  -3.23  -0.95
Cl  6.92  -3.87  0.34
Cl  7.90  -5.53  -1.83
H  8.88  -5.16  0.26
C  -5.08  -6.39  -1.77
Cl  -3.50  -7.16  -1.64
Cl  -6.19  -7.03  -0.57
Cl  -4.92  -4.63  -1.60
H  -5.48  -6.60  -2.76
C  -2.42  3.06  5.09
Cl  -2.54  4.21  6.42
Cl  -0.72  2.66  4.76
Cl  -3.33  1.59  5.45
H  -2.83  3.51  4.21
C  -8.76  -0.57  -0.95
Cl  -7.15  -1.32  -0.82
Cl  -9.85  -1.23  0.27
Cl  -8.63  1.18  -0.79
H  -9.16  -0.80  -1.92
C  1.45  3.30  -5.81
Cl  -0.29  3.12  -5.64
Cl  2.25  3.11  -4.24
Cl  2.09  2.13  -6.97
H  1.66  4.29  -6.18
C  -6.06  3.31  2.65
Cl  -6.18  4.48  3.95
Cl  -4.36  2.96  2.29
Cl  -6.93  1.83  3.05
H  -6.51  3.73  1.76